[1]
Formula: C2H3OPS2
Source: the Open Molecules 2025 dataset
Level of theory: ωB97M-V with the def2-TZVPD basis set

The energy above the lowest of the compared OMol25 structures with the same formula, charge and spin comes out at 15.89 kcal per mole. Its net charge is 0. The SMILES is C[P@]1(=O)SC1=S. The calculation puts the frontier orbital gap at 8.005 eV.

The geometry in XYZ format:
```
9
Properties=species:S:1:pos:R:3:forces:R:3:nbo_charge:R:1
C -0.5746 -0.4928 -1.2671 -0.363 -0.185 0.954 -0.967
P -0.4329 0.1691 0.4457 1.076 -2.176 0.997 1.700
O -1.3916 -0.4244 1.3918 -0.513 0.791 -0.125 -1.004
S 1.6800 -0.6049 0.8826 -0.458 0.525 -0.108 -0.015
C 1.1025 0.9933 1.1320 -0.319 -0.913 -0.533 -0.682
S 1.5605 2.2891 1.9092 -0.033 0.691 0.078 0.161
H 0.5010 -0.5609 -1.5309 -1.158 0.194 -0.932 0.274
H -1.1090 -1.4780 -1.2042 1.008 0.619 0.428 0.279
H -1.3360 0.1096 -1.7590 0.761 0.454 -0.758 0.255
```
Positions in Å, forces in eV/Å.


[2]
Formula: C30H40F6NO6PtS2Se
Source: the Open Molecules 2025 dataset
Level of theory: ωB97M-V with the def2-TZVPD basis set

The energy above the lowest of the compared OMol25 structures with the same formula, charge and spin comes out at 26.38 kcal per mole. Its net charge is -1. The calculation puts the frontier orbital gap (alpha / beta) at 6.675 / 6.675 eV.

The geometry in XYZ format:
```
87
Properties=species:S:1:pos:R:3:forces:R:3:lowdin_charge:R:1
Pt -1.3423 2.3381 -0.0708 2.581 -1.860 -0.944 0.946
C 4.0238 -1.8459 -2.3754 0.050 -0.015 0.041 -0.073
C 2.8174 -1.9076 -3.3109 -0.055 0.025 0.032 -0.562
C 2.1977 -3.3074 -3.1988 -0.017 -0.038 0.030 -0.050
C 3.3046 -1.6908 -4.7491 0.023 0.032 -0.038 -0.052
C 1.7712 -0.8537 -2.9521 -0.069 0.011 -0.081 -0.178
C 1.9307 0.0556 -1.9261 -0.062 0.068 -0.073 -0.057
C 0.9085 0.9543 -1.6390 0.406 -0.292 -0.026 -0.391
Se 1.0997 2.2093 -0.2082 -1.558 0.405 0.000 1.236
C 1.2287 1.0877 1.3080 0.455 -0.186 0.044 -0.410
C 2.4484 0.4877 1.6191 -0.037 -0.016 0.084 -0.072
C 2.5485 -0.3355 2.7210 -0.056 0.027 -0.022 -0.181
C 1.3893 -0.4799 3.5046 -0.103 0.047 0.019 0.024
C 0.1771 0.1327 3.2416 0.138 -0.277 0.270 -0.076
C 0.0804 0.9367 2.0749 -0.714 0.392 -0.142 -0.372
O -1.0706 1.4983 1.7706 -0.212 0.491 0.856 -0.295
C -1.0518 -0.0626 4.1340 0.050 -0.018 -0.029 -0.525
C -0.7186 -0.8323 5.4154 0.044 -0.018 -0.004 -0.078
C -2.1072 -0.8645 3.3591 -0.049 0.026 -0.093 -0.030
C -1.6359 1.2963 4.5504 -0.085 0.107 -0.004 -0.039
C 3.8281 -1.0768 3.1047 -0.038 0.049 -0.010 -0.562
C 4.2655 -0.6735 4.5189 -0.010 0.038 0.050 -0.053
C 4.9734 -0.7647 2.1426 0.055 -0.001 -0.042 -0.070
C 3.5712 -2.5889 3.0716 -0.011 -0.052 -0.019 -0.049
C -0.2842 1.0189 -2.3488 -0.406 0.361 0.004 -0.379
O -1.2335 1.8942 -2.0585 -0.166 0.522 -0.526 -0.282
C -0.4519 0.1131 -3.4303 0.057 -0.087 -0.192 -0.076
C 0.5722 -0.7829 -3.6824 -0.033 0.009 0.030 0.023
C -1.7311 0.1561 -4.2722 0.063 -0.007 0.065 -0.531
C -1.7202 -0.8943 -5.3839 0.014 -0.036 -0.028 -0.079
C -1.8634 1.5346 -4.9356 0.006 0.077 -0.010 -0.040
C -2.9566 -0.1108 -3.3869 -0.043 -0.025 0.034 -0.037
H 4.7404 -2.6239 -2.6499 -0.003 0.014 0.006 0.082
H 3.7315 -2.0111 -1.3349 0.001 -0.003 -0.031 0.079
H 4.5362 -0.8828 -2.4377 -0.015 -0.015 -0.012 0.086
H 2.9455 -4.0736 -3.4238 -0.016 0.008 -0.007 0.080
H 1.3650 -3.4346 -3.8929 0.019 0.013 0.010 0.076
H 1.8174 -3.4809 -2.1898 0.021 0.008 -0.011 0.091
H 4.0561 -2.4396 -5.0171 -0.018 0.006 0.006 0.080
H 3.7507 -0.6997 -4.8590 -0.003 -0.017 0.007 0.088
H 2.4822 -1.7669 -5.4628 0.014 0.001 0.019 0.076
H 2.8340 0.0753 -1.3307 -0.011 -0.011 0.039 0.087
H 3.3053 0.6823 0.9876 0.007 0.000 -0.037 0.090
H 1.4558 -1.1096 4.3812 -0.009 -0.017 0.042 0.092
H -0.3931 -1.8552 5.2111 0.017 0.004 -0.020 0.078
H -1.6197 -0.8925 6.0293 0.013 -0.015 -0.007 0.080
H 0.0561 -0.3346 6.0053 -0.015 0.019 -0.012 0.085
H -1.7312 -1.8652 3.1291 -0.003 0.004 0.009 0.089
H -2.3697 -0.3673 2.4255 0.018 -0.063 0.110 0.053
H -3.0157 -0.9669 3.9605 0.020 0.004 -0.011 0.090
H -0.8611 1.9305 4.9912 -0.008 -0.018 0.021 0.091
H -2.4154 1.1393 5.3013 0.004 0.002 -0.004 0.082
H -2.0734 1.8197 3.7015 0.058 -0.066 0.115 0.060
H 4.4351 0.4040 4.5769 -0.004 -0.017 -0.007 0.089
H 5.1934 -1.1830 4.7946 -0.016 -0.010 -0.012 0.079
H 3.5073 -0.9326 5.2604 0.017 0.013 -0.021 0.076
H 5.2211 0.2997 2.1399 -0.015 -0.020 0.017 0.087
H 4.7317 -1.0613 1.1186 0.000 -0.003 0.031 0.074
H 5.8675 -1.3144 2.4469 -0.013 0.005 -0.009 0.082
H 2.7643 -2.8707 3.7508 0.024 0.011 -0.013 0.077
H 4.4708 -3.1375 3.3665 -0.011 0.008 -0.003 0.080
H 3.2867 -2.9077 2.0661 0.000 0.009 0.018 0.087
H 0.4386 -1.4864 -4.4932 0.005 -0.003 -0.016 0.091
H -0.8981 -0.7421 -6.0889 -0.008 0.011 0.019 0.082
H -2.6561 -0.8192 -5.9422 0.020 -0.013 -0.002 0.081
H -1.6516 -1.9102 -4.9863 -0.010 0.016 0.005 0.083
H -0.9934 1.7407 -5.5656 -0.019 -0.008 -0.014 0.087
H -1.9470 2.3242 -4.1906 0.006 -0.044 -0.016 0.079
H -2.7567 1.5552 -5.5669 0.016 -0.002 0.007 0.082
H -2.8863 -1.0955 -2.9180 -0.007 0.005 -0.014 0.094
H -3.8620 -0.0850 -4.0013 0.009 -0.009 0.019 0.086
H -3.0494 0.6318 -2.5983 0.000 -0.019 -0.046 0.053
F -6.0555 0.7163 -1.2077 -0.004 -0.090 -0.156 0.139
C -5.8021 0.6884 0.0972 -0.211 0.034 -0.010 -0.686
F -6.0072 -0.5517 0.5413 -0.107 -0.147 0.096 0.134
F -6.6644 1.5019 0.7069 -0.056 0.096 0.031 0.137
S -4.0751 1.1781 0.4584 -0.418 0.652 0.240 0.550
O -3.3241 0.0323 0.0454 -0.032 0.179 -0.016 -0.270
O -4.0881 1.6060 1.8319 0.051 -0.396 -0.456 -0.275
N -3.8901 2.3800 -0.5900 1.594 -0.080 1.093 -0.305
S -3.8306 3.9786 -0.3677 -0.275 0.189 -0.731 0.601
O -5.0339 4.5744 -0.8709 0.063 -0.029 0.043 -0.281
O -2.5561 4.4713 -0.8563 -0.861 0.006 0.236 -0.346
C -3.8531 4.4988 1.4198 -0.006 -0.237 -0.295 -0.700
F -3.7938 5.8333 1.3723 -0.015 0.120 0.156 0.131
F -2.8223 4.0562 2.1150 0.120 0.033 0.169 0.133
F -4.9856 4.1415 2.0027 -0.148 0.126 0.146 0.145
```
Positions in Å, forces in eV/Å.


[3]
Formula: C17H19BCrN6O2
Source: the Open Molecules 2025 dataset
Level of theory: ωB97M-V with the def2-TZVPD basis set

The spin multiplicity is 5. The expectation value of S² is 6.014. The energy above the lowest of the compared OMol25 structures with the same formula, charge and spin comes out at 0.00 kcal per mole. Its net charge is 0. The calculation puts the frontier orbital gap (alpha / beta) at 7.580 / 9.566 eV.

The geometry in XYZ format:
```
46
Properties=species:S:1:pos:R:3:forces:R:3:lowdin_spin:R:1
H 1.6654 1.3708 2.1151 -0.086 0.004 -0.044 0.002
N 1.9000 0.0275 0.5158 2.503 0.021 1.595 0.035
B 2.7550 -1.5707 -1.2374 -0.726 0.525 0.485 0.003
N 2.9386 -0.7865 0.0888 -0.626 0.786 0.616 0.009
C 3.9826 -0.6319 0.9223 -0.396 0.464 0.032 0.020
Cr 0.2131 0.1477 -0.4785 -2.029 2.026 0.035 3.628
H 4.9121 -1.1523 0.7380 -0.131 0.016 0.085 0.002
C 3.6255 0.2937 1.9015 0.344 -0.302 -0.136 0.005
H 4.2369 0.6807 2.6915 0.164 -0.081 0.166 0.000
C 2.3150 0.6714 1.6207 0.558 -0.822 -0.909 0.028
H 3.7156 -2.2031 -1.5398 0.061 -0.090 -0.060 0.000
C -3.0439 1.5844 -1.7134 0.115 0.225 -0.087 0.006
H -3.8787 2.1777 -1.3291 0.193 -0.130 0.088 0.000
H -3.2956 0.5251 -1.6687 -0.011 0.049 -0.022 0.001
H -2.8764 1.8852 -2.7509 0.059 -0.105 0.095 0.000
N 2.3925 -0.4939 -2.3029 -0.988 0.989 -0.452 0.012
N 1.4698 -2.4345 -1.0709 -1.465 0.248 0.089 0.010
N 1.2917 0.3224 -2.1092 1.294 0.022 -1.634 0.008
N 0.2847 -1.7935 -0.7371 -0.206 -2.987 -0.369 0.035
C 2.9609 -0.1778 -3.4734 -0.393 0.410 0.198 0.024
C 1.2066 -3.7303 -1.3003 -0.461 0.251 0.101 0.020
H 3.8448 -0.7000 -3.7980 -0.005 0.016 -0.083 0.002
H 1.9853 -4.4073 -1.6213 -0.065 0.072 0.121 0.002
C 2.2447 0.8667 -4.0543 0.060 -0.161 0.029 0.004
C -0.1528 -3.9503 -1.0898 0.185 -0.110 -0.088 0.006
C 1.1978 1.1526 -3.1723 0.878 -1.220 0.609 0.027
C -0.6988 -2.7184 -0.7281 1.651 0.167 -0.401 0.030
H 2.4607 1.3423 -4.9902 0.008 0.077 -0.130 0.000
H -0.6845 -4.8690 -1.2177 -0.051 -0.291 0.032 0.000
H 0.3987 1.8766 -3.2334 0.084 -0.039 0.010 0.002
H -1.7169 -2.4495 -0.4912 0.110 0.068 0.027 0.002
H -2.1452 1.7526 -1.1021 -0.465 0.070 -0.302 0.003
O -0.2316 2.1705 1.8057 -0.591 -0.806 -0.797 0.018
C -1.2520 1.5189 1.5347 0.297 0.114 0.289 0.014
O -1.3447 0.5378 0.6688 0.343 0.618 0.927 0.042
C -2.5124 1.8848 2.2605 -0.678 0.188 0.199 0.000
C -3.7239 1.2222 2.0303 -0.029 0.159 0.149 0.001
C -4.8888 1.6236 2.6962 0.065 0.041 0.066 0.000
C -4.8588 2.6830 3.6134 0.382 -0.177 -0.294 0.000
C -3.6416 3.3435 3.8419 -0.209 -0.154 -0.075 0.000
C -2.4828 2.9542 3.1682 -0.225 -0.090 0.062 0.000
H -3.7421 0.3900 1.3253 -0.013 0.265 0.189 0.000
H -5.8280 1.1008 2.4951 0.316 0.175 0.096 0.000
H -5.7728 2.9874 4.1376 0.440 -0.116 -0.236 0.000
H -3.6039 4.1720 4.5496 0.016 -0.201 -0.178 0.000
H -1.5392 3.4720 3.3426 -0.278 -0.183 -0.096 0.000
```
Positions in Å, forces in eV/Å.


[4]
Formula: H4O2Si
Source: the Open Molecules 2025 dataset
Level of theory: ωB97M-V with the def2-TZVPD basis set

The energy above the lowest of the compared OMol25 structures with the same formula, charge and spin comes out at 114.29 kcal per mole. Its net charge is 0. The SMILES is OO[SiH3]. The calculation puts the frontier orbital gap at 11.108 eV.

The geometry in XYZ format:
```
7
Properties=species:S:1:pos:R:3:forces:R:3:nbo_charge:R:1
O -0.4447 -0.5397 -1.7189 1.080 -2.867 2.796 -0.421
O -0.8636 -0.0117 -0.4452 0.114 0.045 1.514 -0.643
Si 0.2527 0.1347 0.8991 -0.042 -0.457 -2.328 1.119
H -0.6046 0.2176 -2.1776 -0.603 3.267 -2.644 0.454
H 1.2268 1.3273 0.5793 -1.215 -0.691 0.843 -0.167
H 1.1580 -1.0230 0.8352 0.048 -0.125 0.178 -0.199
H -0.7247 -0.1052 2.0281 0.618 0.828 -0.359 -0.144
```
Positions in Å, forces in eV/Å.


[5]
Formula: C4H2FNOS
Source: the Open Molecules 2025 dataset
Level of theory: ωB97M-V with the def2-TZVPD basis set

The energy above the lowest of the compared OMol25 structures with the same formula, charge and spin comes out at 40.05 kcal per mole. Its net charge is 0. The SMILES is Fc1noccc1=S. The calculation puts the frontier orbital gap at 8.052 eV.

The geometry in XYZ format:
```
10
Properties=species:S:1:pos:R:3:forces:R:3:nbo_charge:R:1
F -1.1836 2.3277 0.0772 0.206 -0.047 -0.043 -0.281
C -0.3917 1.2764 -0.0447 0.923 -0.057 0.792 0.530
N 0.8731 1.5714 -0.0085 -1.112 -1.085 -0.947 -0.118
O 1.7357 0.4825 -0.2662 -1.883 -0.924 0.811 -0.305
C 1.2346 -0.7953 -0.0667 -2.015 0.862 0.227 0.204
C -0.0949 -1.1531 0.2054 1.389 3.351 -1.005 -0.335
C -1.1049 -0.0558 0.0093 3.068 -0.038 0.024 -0.258
S -2.6846 -0.1135 -0.1778 -1.043 -0.467 0.058 0.100
H 2.0686 -1.4327 -0.2348 0.286 -0.845 0.265 0.212
H -0.4525 -2.1076 0.5068 0.182 -0.749 -0.182 0.251
```
Positions in Å, forces in eV/Å.


[6]
Formula: C15H34GaINO2P
Source: the Open Molecules 2025 dataset
Level of theory: ωB97M-V with the def2-TZVPD basis set

Its net charge is 0. The calculation puts the frontier orbital gap at 4.665 eV.

The geometry in XYZ format:
```
55
Properties=species:S:1:pos:R:3:forces:R:3:nbo_charge:R:1
C 7.6709 -2.7695 0.3082 -0.095 -0.044 -0.337 -0.945
P 6.6530 -2.5468 -1.2200 -0.305 1.063 -0.307 0.455
O 7.2432 -3.7383 -2.2742 0.266 -0.284 0.766 -0.987
Ga 4.4454 -3.2388 -0.6577 0.668 -1.280 0.165 0.866
C 4.3513 -4.3035 1.0599 -0.171 0.343 -0.142 -1.150
C 3.3630 -1.4728 -0.5795 0.107 1.148 0.554 -0.965
C 2.2988 -1.5089 0.3801 -1.156 -1.121 -0.677 0.562
O 1.2603 -2.1130 0.3537 0.687 0.525 0.267 -0.607
I 2.5927 -0.2281 2.1895 0.009 0.141 0.193 -0.172
H 8.3358 -3.6239 0.2480 0.005 -0.287 -0.038 0.233
H 7.0270 -2.8654 1.1721 -0.150 -0.199 0.257 0.223
H 8.2767 -1.8851 0.4473 0.270 0.205 0.022 0.216
H 6.7479 -3.6272 -3.0817 -0.149 -0.034 -0.430 0.478
H 3.9720 -4.1546 -1.8950 -0.191 0.261 -0.038 -0.319
H 4.6316 -3.7483 1.9500 -0.017 0.216 0.211 0.203
H 3.3482 -4.6924 1.2070 -0.269 -0.045 0.115 0.207
H 5.0119 -5.1619 1.0199 0.231 -0.196 -0.214 0.217
H 4.0322 -0.6569 -0.3438 0.357 0.005 -0.005 0.243
H 2.9608 -1.2906 -1.5676 -0.247 -0.350 -0.335 0.256
C -3.9752 3.5088 -2.1331 0.021 0.074 0.084 -0.617
C -3.5276 4.0193 -0.7655 -0.096 -0.107 -0.030 -0.404
C -2.2120 3.4141 -0.2525 -0.148 0.240 0.046 -0.431
C -1.9621 1.9191 -0.4190 0.182 0.258 -0.019 -0.219
N -2.6922 0.9271 0.4575 -0.309 -0.308 -0.002 -0.214
C -2.0268 0.7519 1.7905 0.139 0.095 0.267 -0.225
C -2.5619 1.8664 2.6724 -0.007 0.160 -0.064 -0.414
C -3.9906 2.1182 2.1544 -0.002 0.160 -0.013 -0.433
C -4.0941 1.3397 0.8373 -0.135 0.015 0.125 -0.218
C -2.7589 -0.4101 -0.2573 0.219 -0.241 -0.111 -0.190
C -1.4389 -1.1461 -0.4735 0.097 0.175 -0.164 -0.446
C -0.5051 -0.6434 -1.5778 -0.074 0.024 0.016 -0.616
H -4.1192 2.4258 -2.1498 -0.009 0.001 -0.024 0.187
H -4.9263 3.9614 -2.4099 0.008 0.019 -0.045 0.228
H -3.2479 3.7623 -2.9057 0.020 -0.056 -0.015 0.218
H -4.3324 3.8852 -0.0406 0.008 -0.007 -0.012 0.190
H -3.3842 5.0989 -0.8280 0.032 0.017 0.027 0.225
H -2.0310 3.7354 0.7730 -0.011 -0.018 -0.001 0.218
H -1.4095 3.8793 -0.8313 0.079 -0.118 -0.020 0.241
H -0.9087 1.7375 -0.2268 0.023 -0.072 -0.057 0.240
H -2.1556 1.6308 -1.4488 -0.072 -0.058 0.004 0.229
H -2.3326 -0.2221 2.1696 0.031 -0.049 -0.033 0.224
H -0.9536 0.7624 1.6525 0.206 -0.115 0.083 0.255
H -1.9526 2.7617 2.5733 0.033 -0.012 0.016 0.219
H -2.5341 1.5902 3.7233 -0.015 -0.107 -0.015 0.245
H -4.1811 3.1818 2.0241 0.040 0.001 -0.068 0.227
H -4.7402 1.7547 2.8538 -0.008 -0.056 -0.014 0.235
H -4.5634 1.8602 0.0098 0.070 0.041 -0.006 0.236
H -4.6511 0.4218 1.0056 0.047 -0.075 -0.059 0.223
H -3.2817 -0.2321 -1.1980 -0.004 0.053 -0.022 0.212
H -3.3940 -1.0358 0.3674 -0.042 0.039 0.046 0.214
H -1.7305 -2.1642 -0.7387 -0.083 -0.023 0.093 0.241
H -0.8845 -1.2375 0.4619 -0.048 -0.064 -0.049 0.251
H -1.0582 -0.3618 -2.4774 -0.019 0.024 -0.009 0.194
H 0.1899 -1.4356 -1.8470 -0.029 -0.012 0.036 0.257
H 0.1057 0.2007 -1.2614 0.008 0.034 -0.023 0.203
```
Positions in Å, forces in eV/Å.